Entry 1:
The following is a DFT calculation (ωB97M-V/def2-TZVPD) of a 7-piece molecular cluster, C29H62NO11P overall in a non-equilibrium geometry.

Properties
**Energy**: -64375.35299 eV
**Charge**: 0
**Max |F|**: 6.5 eV/A
**Frontier orbital gap**: 9.13 eV
**LUMO**: 0.0134 Eh
**SMILES**: CCOCO[P@@](=O)(O)OCCN.C1CCOC1.C1CCOC1.C1CCOC1.C1CCOC1.C1CCOC1.C1CCOC1
**M**: 631.8 g mol⁻¹
**HOMO**: -8.8 eV
**Energy relative to the best compared isomer or geometry (same formula, charge and spin)**: 472.0 kJ/mol

```
104
Properties=species:S:1:pos:R:3:forces:R:3
C -3.00420 -0.91858 1.75695 -0.780 0.066 0.927
C -3.30611 0.67674 1.42606 1.017 -0.660 0.786
O -4.71843 0.91730 1.76400 -0.188 0.738 -2.538
C -5.40663 1.73281 0.75124 1.668 0.702 -0.518
O -6.50674 2.47396 1.39089 -1.337 -4.409 -0.842
P -7.94032 1.43741 1.55624 -2.945 4.513 2.658
O -8.99817 2.35109 2.36058 3.996 -4.025 -3.199
O -8.53166 1.18430 -0.06184 -0.201 -0.107 3.335
O -7.53681 -0.01150 2.43286 -1.376 2.297 -3.406
C -8.22490 -1.19983 1.90660 0.120 -2.522 0.526
C -7.11188 -2.19325 1.19596 -0.567 -0.284 0.753
N -6.61173 -1.70307 -0.14889 1.515 -0.873 1.181
H -3.83918 -1.23808 2.54764 1.795 0.725 -1.678
H -1.97071 -1.08880 2.31834 -2.124 0.451 -1.554
H -3.13401 -1.62873 0.83404 0.463 1.491 1.669
H -2.66893 1.32047 2.20338 -1.261 -1.246 -1.911
H -3.06992 0.96343 0.31110 -0.310 -0.603 2.247
H -4.60655 2.51030 0.33571 -1.957 -1.311 0.932
H -5.79368 1.13260 -0.18109 0.569 0.793 1.868
H -9.54856 1.22214 0.03226 2.233 0.096 -0.018
H -9.16725 -0.98127 1.24881 2.050 -0.231 1.011
H -8.62303 -1.80189 2.85750 0.905 1.476 -1.958
H -7.64782 -3.22040 1.02328 0.943 1.914 0.368
H -6.21420 -2.37216 1.95884 -2.050 0.462 -1.362
H -6.12039 -2.54684 -0.57136 -0.836 1.470 0.532
H -5.81047 -1.03967 0.05220 -1.212 -0.933 -0.279
C -3.86151 6.66390 0.27772 0.049 0.519 0.400
C -4.13367 6.35022 -1.17082 -0.510 -0.120 -0.399
C -2.85675 5.65478 -1.58973 0.419 -0.076 -0.131
O -2.34553 4.98787 -0.42740 -0.271 0.209 -0.052
C -3.06890 5.45347 0.72029 0.107 -0.385 0.186
H -4.76592 6.82133 0.87079 0.123 -0.040 -0.048
H -3.24083 7.56477 0.35212 -0.082 -0.086 0.040
H -4.97929 5.65658 -1.24743 0.064 0.091 -0.033
H -4.35821 7.23145 -1.77707 0.038 -0.119 0.045
H -2.10163 6.37568 -1.92056 -0.043 0.014 -0.104
H -3.01888 4.92716 -2.39019 0.099 -0.009 0.099
H -3.73064 4.64457 1.04865 -0.038 0.059 0.130
H -2.36954 5.68229 1.52914 0.011 -0.111 -0.119
C -6.56151 2.76390 6.37772 0.076 0.491 0.378
C -6.83367 2.45022 4.92918 -0.440 -0.070 -0.317
C -5.55675 1.75478 4.51027 0.166 -0.182 -0.265
O -5.04553 1.08787 5.67260 -0.240 0.207 0.223
C -5.76890 1.55347 6.82029 0.161 -0.397 0.111
H -7.46592 2.92133 6.97079 0.107 -0.025 -0.032
H -5.94083 3.66477 6.45212 -0.070 -0.070 0.055
H -7.67929 1.75658 4.85257 0.069 0.141 -0.083
H -7.05821 3.33145 4.32293 -0.015 -0.184 0.034
H -4.80163 2.47568 4.17944 -0.014 0.030 -0.136
H -5.71888 1.02716 3.70981 0.184 0.177 0.402
H -6.43064 0.74457 7.14865 -0.039 0.042 0.109
H -5.06954 1.78229 7.62914 0.031 -0.103 -0.084
C -0.24004 0.36650 -3.47161 0.277 -0.497 -0.267
C -1.10568 1.52446 -3.89651 0.040 0.583 -0.215
C -2.29159 1.39161 -2.96612 -0.418 -0.052 0.136
O -1.80300 0.80972 -1.74964 0.046 0.017 -0.275
C -0.47011 0.33106 -1.97659 0.169 0.053 0.404
H 0.81334 0.48421 -3.73810 -0.153 -0.120 0.064
H -0.60854 -0.55964 -3.92857 0.131 0.075 0.053
H -0.58302 2.46864 -3.70308 -0.090 -0.064 -0.050
H -1.38683 1.49929 -4.95237 -0.001 0.010 0.129
H -3.04758 0.71577 -3.37975 -0.043 0.057 -0.082
H -2.76463 2.35387 -2.74991 0.017 -0.102 0.122
H 0.21940 1.00243 -1.45327 0.069 -0.063 -0.003
H -0.36303 -0.67385 -1.55899 -0.098 0.099 0.037
C 5.00754 -1.76037 -3.55279 0.484 0.317 -0.298
C 4.47369 -1.88218 -2.14890 0.067 -0.335 0.592
C 3.13231 -1.19063 -2.25890 -0.289 0.266 0.032
O 2.66966 -1.39108 -3.60162 0.279 -0.059 0.060
C 3.75229 -1.91457 -4.38335 -0.298 -0.201 -0.246
H 5.77399 -2.50013 -3.79730 -0.087 0.087 0.007
H 5.43426 -0.76140 -3.70222 0.009 -0.139 0.013
H 4.32938 -2.93958 -1.89756 0.000 0.097 0.016
H 5.12283 -1.43609 -1.39118 -0.043 -0.046 -0.137
H 3.22668 -0.11185 -2.09552 0.021 0.005 0.115
H 2.39696 -1.58745 -1.55303 -0.033 0.052 -0.134
H 3.53812 -2.96958 -4.58612 0.066 -0.009 -0.082
H 3.81098 -1.38102 -5.33602 -0.131 -0.018 0.085
C 10.10754 -1.06037 -1.15279 0.501 0.240 -0.313
C 9.57369 -1.18218 0.25110 0.030 -0.459 0.558
C 8.23231 -0.49063 0.14110 -0.286 0.327 0.036
O 7.76966 -0.69108 -1.20162 0.245 -0.051 0.112
C 8.85229 -1.21457 -1.98335 -0.295 -0.235 -0.282
H 10.87399 -1.80013 -1.39730 -0.135 0.050 0.027
H 10.53426 -0.06140 -1.30222 -0.018 -0.103 -0.027
H 9.42938 -2.23958 0.50244 0.059 0.139 -0.053
H 10.22283 -0.73609 1.00882 -0.099 -0.010 -0.075
H 8.32668 0.58815 0.30448 -0.007 0.001 0.103
H 7.49696 -0.88745 0.84697 -0.028 0.051 -0.138
H 8.63812 -2.26958 -2.18612 0.103 -0.016 -0.035
H 8.91098 -0.68102 -2.93602 -0.127 0.012 0.084
C 8.82839 -6.71079 -0.25500 -0.613 -0.186 0.177
C 9.74955 -6.81339 -1.44314 0.471 -0.394 -0.229
C 9.89989 -5.36472 -1.85350 -0.028 0.388 -0.233
O 9.77496 -4.57904 -0.66010 -0.075 -0.312 -0.048
C 9.28924 -5.42340 0.39269 0.218 0.269 0.307
H 8.88233 -7.56988 0.41845 -0.014 0.125 -0.056
H 7.79175 -6.60697 -0.59696 0.094 -0.034 0.084
H 10.71957 -7.21463 -1.12667 -0.095 0.023 -0.085
H 9.36313 -7.44636 -2.24598 0.061 0.097 0.075
H 9.10151 -5.06079 -2.53877 0.032 -0.048 -0.093
H 10.86387 -5.16154 -2.32882 -0.091 0.091 0.093
H 10.11815 -5.60294 1.08603 -0.073 -0.036 0.071
H 8.48636 -4.91433 0.93299 0.106 0.067 -0.078
```
Positions in Å, forces in eV/Å.


Entry 2:
The following is a DFT calculation (ωB97M-V/def2-TZVPD) of a 8-piece molecular cluster, C29H62O11S overall in a non-equilibrium geometry.

Properties
**Energy**: -64432.98443 eV
**Charge**: 0
**Max |F|**: 3.3 eV/A
**Frontier orbital gap**: 8.45 eV
**LUMO**: -0.0279 Eh
**SMILES**: CCCCC1=C(CCCOC(C)=O)C(=O)C(S)=CC1=O.CCO.CCO.CCO.CCO.CCO.CCO.CCO
**M**: 618.9 g mol⁻¹
**HOMO**: -9.2 eV

```
103
Properties=species:S:1:pos:R:3:forces:R:3
C 0.84133 -3.54878 -0.59412 0.797 0.620 0.503
C 1.24700 -3.08156 -1.99232 -0.256 -0.094 0.061
C 0.65055 -1.72534 -2.42254 0.512 -0.445 -0.150
C 0.78789 -0.61164 -1.37010 0.062 0.356 -0.299
C -0.24950 0.48084 -1.43009 1.543 0.466 -0.083
C -1.55063 0.34215 -1.35442 -1.737 -1.435 0.755
C -2.21227 -1.01476 -1.19306 -0.994 0.676 -1.174
C -2.91990 -1.36486 -2.53597 0.976 -0.764 0.188
C -3.20285 -2.87727 -2.69170 -0.744 0.986 -0.787
O -4.64138 -3.09089 -2.82467 0.312 0.132 0.755
C -5.17146 -3.39335 -1.57682 -0.196 2.340 -1.357
C -5.79391 -2.25167 -0.81393 0.400 0.378 -0.477
O -5.10633 -4.48199 -1.17313 0.069 -2.960 1.341
C -2.49225 1.50030 -1.39106 2.466 0.661 0.676
O -3.63516 1.38746 -1.65773 -2.570 -0.393 -0.424
C -1.90405 2.83973 -1.01515 -2.497 -1.163 0.803
S -3.00119 4.12743 -0.49789 0.041 1.024 -0.379
C -0.61940 2.98191 -1.10235 1.559 0.853 0.052
C 0.27600 1.87366 -1.53938 -2.500 -0.182 0.630
O 1.37032 2.11788 -1.90988 2.887 0.550 -0.809
H -0.21184 -3.38985 -0.36647 -0.160 -0.280 -0.191
H 1.16518 -4.56924 -0.37390 -0.316 0.150 -0.288
H 1.37589 -2.91928 0.12549 -0.092 -0.073 0.153
H 0.97229 -3.86644 -2.69977 -0.063 0.173 -0.224
H 2.33185 -2.98447 -2.06866 0.091 -0.183 0.238
H 1.24063 -1.40706 -3.28493 -0.190 0.065 -0.165
H -0.35936 -1.86544 -2.79729 -0.158 0.085 0.247
H 1.74557 -0.12381 -1.56479 0.054 -0.040 0.136
H 0.82963 -0.96553 -0.33887 -0.249 -0.237 -0.049
H -2.99989 -0.98248 -0.44004 0.240 0.114 0.324
H -1.49652 -1.78029 -0.93148 0.137 0.033 0.141
H -3.83509 -0.80278 -2.67507 -0.050 0.035 0.066
H -2.24076 -1.06899 -3.33949 -0.124 0.047 -0.100
H -2.79907 -3.47212 -1.87430 -0.001 -0.133 -0.007
H -2.79987 -3.20701 -3.64416 0.141 -0.285 0.078
H -5.39334 -1.30314 -1.16435 0.014 0.074 0.014
H -6.86857 -2.21635 -0.98063 -0.066 -0.189 0.153
H -5.54107 -2.38461 0.23221 -0.303 -0.038 0.164
H -3.74098 3.65016 0.53011 0.467 -0.652 -0.381
H -0.19158 3.94022 -0.83911 0.444 -0.076 -0.118
C 2.86441 -8.45662 -0.51149 0.009 0.021 0.066
C 1.70908 -7.63659 -1.05495 0.328 -0.041 -0.211
O 2.13884 -6.32841 -1.42698 -0.021 -0.094 0.001
H 3.30719 -7.96269 0.35435 -0.062 -0.013 0.025
H 2.53313 -9.45358 -0.21652 0.031 -0.006 -0.021
H 3.65172 -8.55940 -1.26233 -0.050 -0.078 -0.033
H 0.93512 -7.51863 -0.29753 -0.017 0.126 -0.048
H 1.26627 -8.12741 -1.92746 -0.099 -0.092 0.095
H 2.81509 -6.42627 -2.10678 -0.054 0.050 0.059
C -1.15144 -1.11189 3.90390 0.112 -0.254 -0.116
C -0.56752 -1.61736 2.59941 -0.019 0.271 0.164
O -0.88354 -0.72271 1.53410 -0.028 -0.006 -0.066
H -2.23468 -1.00778 3.82210 0.004 -0.045 0.001
H -0.92459 -1.79269 4.72720 -0.008 0.025 0.014
H -0.75422 -0.13051 4.14419 0.060 -0.029 0.044
H -0.98012 -2.59313 2.34034 0.007 0.048 -0.158
H 0.52147 -1.71292 2.67491 -0.005 -0.114 0.052
H -0.50344 0.13598 1.76563 0.090 -0.079 -0.043
C 4.00612 2.25919 1.47617 -0.024 0.002 -0.044
C 3.05856 1.28058 2.14523 -0.038 0.143 -0.352
O 1.73843 1.41673 1.60969 -0.289 -0.071 0.037
H 3.65879 3.28341 1.62028 0.015 -0.016 0.070
H 5.01480 2.16872 1.88406 0.003 0.000 -0.030
H 4.04912 2.08262 0.39779 0.072 -0.048 0.018
H 3.00299 1.47307 3.21267 -0.171 -0.066 -0.195
H 3.39731 0.24943 1.99846 0.085 0.010 0.106
H 1.78878 1.23576 0.66432 0.059 0.032 0.001
C -3.27878 2.76736 3.95517 -0.015 -0.039 -0.062
C -3.12651 1.95940 5.23154 0.252 0.295 -0.093
O -1.80341 1.44380 5.35399 -0.082 0.121 0.170
H -3.04766 2.14972 3.08511 -0.044 -0.043 0.029
H -4.29515 3.15272 3.85416 0.021 0.028 -0.003
H -2.58393 3.61082 3.94609 -0.065 0.046 0.041
H -3.80553 1.10764 5.22759 0.104 -0.074 0.051
H -3.35227 2.57586 6.10779 -0.166 -0.023 -0.021
H -1.19690 2.19325 5.36943 -0.054 -0.060 0.007
C 4.64699 2.69581 -3.23639 0.026 0.030 0.033
C 5.03546 1.87971 -4.45428 -0.387 0.094 0.051
O 4.19049 0.74018 -4.59441 0.112 -0.103 -0.045
H 4.70865 2.08529 -2.33450 0.046 -0.003 -0.016
H 5.29916 3.56370 -3.11940 -0.020 0.004 -0.002
H 3.61484 3.04260 -3.31861 0.025 0.051 -0.003
H 6.05773 1.51438 -4.36351 -0.045 -0.119 -0.053
H 4.96705 2.48742 -5.36307 0.149 0.069 0.026
H 3.28510 1.05819 -4.68531 0.066 -0.037 0.061
C -3.34517 6.82856 -5.20023 -0.002 -0.036 -0.044
C -3.19602 5.96826 -3.95869 0.207 0.342 -0.055
O -1.87510 5.44264 -3.85784 -0.018 -0.182 0.047
H -3.12239 6.24631 -6.09526 -0.056 -0.034 0.021
H -4.35805 7.22635 -5.28242 0.023 0.028 -0.006
H -2.64321 7.66607 -5.17677 -0.070 0.050 0.048
H -3.88552 5.12626 -3.99542 0.133 -0.100 0.078
H -3.41243 6.55071 -3.05700 -0.185 -0.029 -0.021
H -1.26937 6.19069 -3.81338 -0.022 -0.092 -0.003
C 3.88808 1.60202 7.34001 -0.041 0.051 -0.016
C 3.47821 0.57418 6.30178 0.358 0.102 0.065
O 3.94384 0.94191 5.00361 0.035 -0.069 0.255
H 3.49184 2.58442 7.07991 -0.058 -0.031 0.012
H 3.52245 1.32620 8.33029 0.035 0.008 0.004
H 4.97609 1.69403 7.38390 -0.002 -0.073 0.065
H 2.39296 0.49953 6.24579 0.015 -0.018 -0.140
H 3.87932 -0.41154 6.55742 -0.125 -0.032 0.089
H 4.90550 0.99793 5.04399 -0.081 0.004 -0.022
```
Positions in Å, forces in eV/Å.